Entry 1:
Here is 2 unconnected molecules or ions with the total composition C3H12NOP2 from OMol25. Energies are from ωB97M-V with the def2-TZVPD basis set.

Bonds (Å) are listed after each position.
Positions of all 19 atoms, in Å:
1 C -0.962 -0.979 -0.953  C2 1.529, C3 1.507, H8 1.093, H9 1.093
2 C 0.011 -1.691 -0.012  C1 1.529, N4 1.489, H10 1.090, H11 1.092
3 C -1.160 0.453 -0.530  C1 1.507, P6 1.825, P7 1.699
4 N 1.353 -1.048 -0.073  C2 1.489, H13 1.049, H14 1.026, H19 1.025
5 O 2.270 1.528 1.093  H12 0.963, H15 0.959
6 P -2.321 0.661 0.863  C3 1.825, H16 1.391, H17 1.392
7 P -0.037 1.609 -1.066  C3 1.699, H18 1.401
8 H -1.914 -1.516 -0.921  C1 1.093
9 H -0.591 -1.027 -1.979  C1 1.093
10 H 0.112 -2.739 -0.298  C2 1.090
11 H -0.361 -1.631 1.012  C2 1.092
12 H 3.126 1.858 0.800  O5 0.963
13 H 1.289 -0.033 0.184  N4 1.049
14 H 1.714 -1.094 -1.032  N4 1.026
15 H 1.995 2.110 1.804  O5 0.959
16 H -2.528 2.030 0.728  P6 1.391
17 H -3.470 0.305 0.162  P6 1.392
18 H -0.542 2.702 -0.349  P7 1.401
19 H 2.016 -1.499 0.566  N4 1.025

Its net charge is +1. The value obtained for the energy above the lowest of the compared OMol25 structures with the same formula, charge and spin is 0.0 kcal per mole. For the HOMO energy, the calculation gives -12.331 eV. For the total energy, the calculation gives -25413.09772 eV.



Entry 2:
Here is 3 unconnected molecules or ions with the total composition C13H25BIN5O13PS from OMol25. Energies are from ωB97M-V with the def2-TZVPD basis set.

Bonds (Å) are listed after each position.
Positions of all 60 atoms, in Å:
1 N -0.327 2.258 0.924  C2 1.449, H24 1.022, H25 1.020
2 C -1.293 1.184 0.817  N1 1.449, N3 1.464, H26 1.119, H27 1.106
3 N -0.684 -0.140 0.675  C2 1.464, C4 1.352, N15 1.356
4 C 0.387 -0.505 -0.066  N3 1.352, P5 1.882, N8 1.356
5 P 1.498 0.496 -1.209  C4 1.882, O6 1.640, I7 2.467
6 O 2.159 1.762 -0.404  P5 1.640, H28 0.981
7 I 3.396 -1.022 -1.628  P5 2.467
8 N 0.654 -1.832 0.017  C4 1.356, C9 1.373
9 C -0.322 -2.297 0.863  N8 1.373, N10 1.328, N15 1.343
10 N -0.456 -3.572 1.208  C9 1.328, O11 1.373, H29 1.012
11 O 0.420 -4.507 0.716  N10 1.373, B12 1.429
12 B -0.187 -5.800 0.664  O11 1.429, O13 1.415, O14 1.384
13 O -0.682 -6.416 1.837  B12 1.415, H30 0.972
14 O -0.281 -6.523 -0.512  B12 1.384, H31 0.971
15 N -1.116 -1.287 1.255  N3 1.356, C9 1.343, C16 1.478
16 C -2.273 -1.524 2.144  N15 1.478, C17 1.589, H32 1.108, H33 1.101
17 C -3.427 -2.162 1.258  C16 1.589, C18 1.573, H34 1.113, H35 1.106
18 C -4.742 -1.301 1.199  C17 1.573, C19 1.557, H36 1.105, H37 1.113
19 C -5.057 -0.674 -0.192  C18 1.557, S20 1.814, H38 1.112, H39 1.105
20 S -5.003 -1.818 -1.599  C19 1.814, O21 1.429, O22 1.456, O23 1.621
21 O -6.025 -1.561 -2.564  S20 1.429
22 O -3.711 -1.597 -2.232  S20 1.456
23 O -4.997 -3.361 -1.099  S20 1.621, H40 0.974
24 H -0.871 3.121 0.858  N1 1.022
25 H 0.091 2.304 1.853  N1 1.020
26 H -1.874 1.153 1.773  C2 1.119
27 H -2.039 1.376 0.023  C2 1.106
28 H 2.139 2.514 -1.033  O6 0.981
29 H -1.192 -3.868 1.837  N10 1.012
30 H -1.570 -6.049 1.980  O13 0.972
31 H -1.224 -6.580 -0.739  O14 0.971
32 H -2.021 -2.268 2.927  C16 1.108
33 H -2.593 -0.609 2.666  C16 1.101
34 H -3.661 -3.158 1.695  C17 1.113
35 H -3.010 -2.366 0.254  C17 1.106
36 H -5.570 -1.905 1.614  C18 1.105
37 H -4.592 -0.445 1.894  C18 1.113
38 H -6.102 -0.296 -0.138  C19 1.112
39 H -4.430 0.223 -0.340  C19 1.105
40 H -4.077 -3.680 -1.115  O23 0.974
41 C 7.428 -0.649 -0.116  C42 1.506, O46 1.428, H47 1.088, H48 1.093
42 C 8.388 0.489 -0.352  C41 1.506, O43 1.426, H49 1.092, H50 1.088
43 O 7.588 1.432 -1.063  C42 1.426, C44 1.358
44 C 6.288 1.180 -0.758  O43 1.358, O45 1.187, O46 1.363
45 O 5.380 1.886 -1.052  C44 1.187
46 O 6.162 0.010 -0.070  C41 1.428, C44 1.363
47 H 7.625 -1.176 0.815  C41 1.088
48 H 7.422 -1.369 -0.938  C41 1.093
49 H 8.731 0.947 0.578  C42 1.092
50 H 9.253 0.192 -0.941  C42 1.088
51 C -0.066 6.954 -1.430  C52 1.506, O56 1.427, H57 1.088, H58 1.092
52 C -0.896 5.704 -1.301  C51 1.506, O53 1.428, H59 1.094, H60 1.088
53 O 0.006 4.683 -1.729  C52 1.428, C54 1.361
54 C 1.269 5.153 -1.543  O53 1.361, O55 1.191, O56 1.353
55 O 2.256 4.494 -1.645  C54 1.191
56 O 1.261 6.469 -1.229  C51 1.427, C54 1.353
57 H -0.322 7.706 -0.687  C51 1.088
58 H -0.132 7.400 -2.424  C51 1.092
59 H -1.193 5.504 -0.267  C52 1.094
60 H -1.786 5.724 -1.927  C52 1.088

Its net charge is +1. For the HOMO energy, the calculation gives -10.818 eV. For the total energy, the calculation gives -76848.74126 eV.